1.
{
  "formula": "C57H40F4GaIN10OS4",
  "method": "ωB97M-V with the def2-TZVPD basis set",
  "species": ["Ga", "N", "S", "N", "S", "N", "S", "N", "C", "C", "C", "C", "C", "C", "C", "C", "C", "C", "C", "C", "C", "C", "C", "C", "C", "C", "C", "C", "C", "C", "C", "C", "C", "C", "C", "C", "C", "C", "C", "C", "C", "C", "C", "C", "H", "H", "H", "H", "H", "H", "H", "H", "H", "H", "H", "H", "H", "H", "H", "H", "H", "H", "H", "H", "H", "H", "H", "H", "H", "H", "H", "H", "H", "H", "S", "C", "C", "N", "C", "H", "H", "H", "C", "O", "H", "H", "H", "F", "C", "C", "F", "C", "C", "C", "F", "C", "C", "C", "N", "C", "N", "F", "C", "C", "N", "C", "N", "I", "C", "C", "C", "C", "N", "C", "H", "H", "H", "H"],
  "coordinates": [[-0.98, -1.38, 1.32], [0.62, -1.11, 0.29], [1.95, -0.67, 0.72], [2.15, 0.89, 1.14], [1.65, 2.07, 0.20], [0.18, 2.30, 0.03], [-1.03, 1.90, 1.09], [-1.60, 0.51, 0.98], [-0.42, 2.46, 2.62], [-0.06, 1.46, 3.54], [0.50, 1.87, 4.77], [0.64, 3.21, 5.05], [0.28, 4.21, 4.13], [-0.31, 3.83, 2.96], [-2.27, 3.08, 0.69], [-3.44, 3.10, 1.53], [-4.46, 3.92, 1.26], [-4.40, 4.64, 0.02], [-3.33, 4.58, -0.86], [-2.29, 3.80, -0.47], [2.31, 3.51, 0.91], [3.16, 3.53, 2.03], [3.54, 4.79, 2.55], [3.12, 5.93, 1.92], [2.35, 5.90, 0.77], [1.95, 4.70, 0.23], [2.45, 2.06, -1.37], [3.78, 2.44, -1.34], [4.60, 2.16, -2.38], [4.05, 1.66, -3.58], [2.71, 1.32, -3.62], [1.92, 1.40, -2.50], [2.57, -1.41, 2.23], [2.79, -2.80, 2.26], [3.11, -3.41, 3.44], [3.20, -2.66, 4.56], [3.08, -1.29, 4.57], [2.73, -0.65, 3.37], [3.13, -1.16, -0.58], [2.68, -2.04, -1.55], [3.63, -2.46, -2.48], [4.88, -1.96, -2.43], [5.36, -1.16, -1.41], [4.43, -0.74, -0.44], [-0.19, 0.40, 3.31], [0.79, 1.09, 5.41], [1.10, 3.44, 6.05], [0.46, 5.26, 4.31], [-0.57, 4.49, 2.17], [-3.38, 2.56, 2.44], [-5.33, 3.93, 1.95], [-5.33, 5.05, -0.28], [-3.26, 5.04, -1.83], [-1.39, 3.97, -1.08], [3.60, 2.61, 2.39], [4.26, 4.73, 3.38], [3.28, 6.81, 2.55], [2.02, 6.80, 0.37], [1.24, 4.62, -0.53], [4.36, 2.93, -0.53], [5.66, 2.39, -2.27], [4.69, 1.53, -4.47], [2.29, 0.82, -4.46], [0.92, 0.92, -2.45], [2.67, -3.32, 1.34], [3.17, -4.51, 3.35], [3.52, -3.12, 5.47], [3.12, -0.73, 5.51], [2.53, 0.45, 3.40], [1.74, -2.51, -1.43], [3.30, -3.19, -3.18], [5.64, -2.31, -3.17], [6.41, -0.93, -1.31], [4.72, -0.11, 0.43], [-4.89, -1.28, -0.89], [-4.82, -2.57, 0.31], [-3.56, -2.75, 0.65], [-2.63, -1.81, 0.11], [-3.20, -1.02, -0.73], [-5.74, -3.07, 0.59], [-3.21, -3.54, 1.29], [-2.68, -0.25, -1.25], [-2.44, -1.00, 3.74], [-1.21, -1.42, 3.17], [-3.20, -1.09, 2.96], [-2.42, 0.13, 3.99], [-2.69, -1.61, 4.60], [-5.65, -1.85, -6.59], [-4.56, -1.78, -5.84], [-3.76, -2.84, -5.79], [-3.90, -3.95, -6.53], [-2.59, -2.77, -4.97], [-2.15, -1.53, -4.50], [-3.01, -0.54, -4.44], [-2.69, 0.55, -3.69], [-4.29, -0.59, -5.04], [-5.13, 0.48, -4.91], [-4.85, 1.76, -4.30], [-4.66, 2.86, -3.99], [-6.47, 0.37, -5.29], [-7.63, 0.38, -5.54], [-0.95, -1.42, -3.88], [-1.88, -3.90, -4.62], [-2.56, -5.23, -4.79], [-2.92, -6.35, -4.81], [-0.58, -3.91, -3.98], [0.45, -4.12, -3.55], [0.56, -6.20, 4.53], [0.11, -5.53, 2.56], [0.44, -6.11, 1.34], [0.01, -5.52, 0.13], [-0.48, -4.29, 0.17], [-0.64, -3.61, 1.34], [-0.30, -4.18, 2.48], [0.98, -7.06, 1.25], [0.11, -5.99, -0.88], [-0.78, -3.76, -0.71], [-0.53, -3.51, 3.30]],
  "lumo_ha": [-0.26301, -0.26290],
  "gap_ev": [6.2, 6.2],
  "spin_multiplicity": 1,
  "e_above_lowest_kcal_mol": 41.7,
  "e_homo_ev": [-13.3, -13.3],
  "charge": 2
}

=====

2.
{
  "formula": "C57H44F9N2O27PS",
  "method": "ωB97M-V with the def2-TZVPD basis set",
  "species": ["C", "C", "C", "C", "C", "C", "C", "C", "S", "O", "O", "O", "C", "C", "F", "F", "C", "F", "F", "C", "F", "F", "C", "F", "F", "F", "C", "C", "C", "O", "C", "C", "C", "O", "C", "P", "N", "O", "C", "C", "C", "C", "N", "C", "C", "C", "O", "H", "H", "H", "H", "H", "H", "H", "H", "H", "H", "H", "H", "H", "H", "H", "H", "H", "H", "H", "H", "H", "H", "H", "H", "C", "C", "C", "O", "C", "C", "C", "O", "O", "O", "H", "H", "H", "H", "C", "C", "C", "O", "C", "C", "C", "O", "O", "O", "H", "H", "H", "H", "C", "C", "C", "O", "C", "C", "C", "O", "O", "O", "H", "H", "H", "H", "C", "C", "C", "O", "C", "C", "C", "O", "O", "O", "H", "H", "H", "H", "C", "C", "C", "O", "C", "C", "C", "O", "O", "O", "H", "H", "H", "H"],
  "coordinates": [[4.82, 0.99, 5.51], [4.97, 2.21, 4.47], [4.43, 1.85, 2.98], [3.71, 0.39, 2.99], [4.49, -0.96, 2.70], [6.05, -0.76, 2.47], [6.46, -0.20, 1.00], [5.21, 0.17, 0.07], [5.79, 0.57, -1.68], [4.53, 0.84, -2.50], [6.51, 1.91, -1.61], [6.73, -0.65, -2.35], [3.72, -2.35, 2.65], [4.41, -3.72, 2.31], [5.83, -3.78, 2.39], [4.01, -4.65, 3.36], [4.04, -4.43, 0.93], [4.81, -5.66, 0.91], [2.69, -4.84, 0.77], [4.44, -3.66, -0.42], [4.74, -4.71, -1.37], [5.63, -2.89, -0.34], [3.20, -2.86, -1.12], [2.42, -2.13, -0.20], [3.82, -2.02, -2.11], [2.37, -3.75, -1.86], [2.17, -2.29, 2.97], [1.19, -3.55, 3.04], [0.06, -3.53, 1.87], [-0.13, -2.57, 1.09], [1.43, -0.94, 3.30], [2.19, 0.44, 3.29], [1.34, 1.79, 3.57], [1.77, 2.77, 4.22], [-0.16, 1.74, 2.98], [-0.93, 3.34, 2.26], [-2.42, 3.62, 3.16], [-1.44, 3.04, 0.61], [-0.86, 0.48, 2.98], [-2.32, 0.38, 2.37], [-2.49, -0.02, 0.86], [-3.94, -0.10, 0.31], [-5.15, 0.18, 1.01], [-4.97, 0.54, 2.39], [-3.64, 0.69, 3.17], [-0.13, -0.83, 3.63], [-0.80, -1.59, 4.35], [5.39, 0.05, 5.19], [5.33, 1.34, 6.49], [3.73, 0.75, 5.79], [6.09, 2.44, 4.39], [4.42, 3.15, 4.84], [3.70, 2.67, 2.62], [5.32, 1.89, 2.26], [6.37, 0.10, 3.18], [6.73, -1.61, 2.79], [7.10, 0.76, 1.12], [7.11, -0.94, 0.42], [4.44, -0.67, -0.02], [4.63, 1.11, 0.39], [7.61, -0.58, -1.91], [1.67, -4.57, 2.96], [0.70, -3.52, 4.09], [-0.64, -4.45, 1.72], [-3.23, 3.78, 2.54], [-2.36, 4.45, 3.76], [-0.74, 2.41, 0.28], [-1.56, -0.25, 0.22], [-4.04, -0.42, -0.79], [-5.94, 0.74, 3.00], [-3.57, 1.01, 4.26], [-9.60, -2.00, 3.69], [-8.76, -1.16, 3.08], [-8.83, 0.31, 3.32], [-8.03, 1.05, 2.76], [-9.87, 0.82, 4.22], [-10.71, -0.03, 4.82], [-10.63, -1.50, 4.61], [-11.40, -2.24, 5.19], [-11.69, 0.43, 5.66], [-7.81, -1.62, 2.22], [-9.56, -3.07, 3.53], [-9.92, 1.89, 4.37], [-12.16, -0.37, 5.97], [-7.33, -0.82, 1.92], [-7.60, 4.01, -2.13], [-7.82, 3.84, -3.43], [-8.20, 2.51, -3.99], [-8.41, 2.39, -5.18], [-8.30, 1.38, -3.05], [-8.08, 1.55, -1.75], [-7.73, 2.89, -1.19], [-7.55, 3.01, 0.00], [-8.17, 0.51, -0.87], [-7.70, 4.88, -4.31], [-7.32, 4.97, -1.71], [-8.56, 0.42, -3.47], [-7.97, 0.88, 0.01], [-7.91, 4.50, -5.20], [10.74, -0.99, 4.06], [11.78, -1.47, 4.76], [11.58, -2.12, 6.09], [12.54, -2.56, 6.70], [10.21, -2.20, 6.62], [9.18, -1.72, 5.92], [9.38, -1.09, 4.58], [8.41, -0.68, 3.96], [7.91, -1.78, 6.40], [13.05, -1.38, 4.30], [10.87, -0.52, 3.10], [10.08, -2.65, 7.59], [7.35, -1.37, 5.71], [13.61, -1.79, 4.98], [3.97, -3.02, -7.92], [4.35, -1.74, -7.80], [4.88, -1.21, -6.51], [5.24, -0.05, -6.44], [4.95, -2.12, -5.37], [4.57, -3.39, -5.49], [4.06, -3.94, -6.78], [3.74, -5.11, -6.85], [4.63, -4.24, -4.42], [4.27, -0.88, -8.85], [3.58, -3.42, -8.85], [5.32, -1.72, -4.43], [4.30, -5.10, -4.75], [4.60, -0.03, -8.51], [-8.25, 5.66, -9.10], [-8.47, 5.48, -10.40], [-8.85, 4.15, -10.96], [-9.05, 4.03, -12.15], [-8.95, 3.02, -10.03], [-8.73, 3.20, -8.72], [-8.38, 4.54, -8.16], [-8.20, 4.66, -6.96], [-8.82, 2.16, -7.85], [-8.35, 6.52, -11.28], [-7.97, 6.62, -8.68], [-9.21, 2.06, -10.44], [-8.62, 2.53, -6.96], [-8.56, 6.13, -12.16]],
  "lumo_ha": -0.07688,
  "gap_ev": 6.3,
  "spin_multiplicity": 1,
  "smiles": "CCCc1c(CCCS(=O)(=O)O)c(C(F)(F)C(F)(F)C(F)(F)C(F)(F)F)c(CC=O)c2c1C(=O)C(P(N)O)=C(c1ccncc1)C2=O.O=C1C=C(O)C(=O)C=C1O.O=C1C=C(O)C(=O)C=C1O.O=C1C=C(O)C(=O)C=C1O.O=C1C=C(O)C(=O)C=C1O.O=C1C=C(O)C(=O)C=C1O",
  "e_homo_ev": -8.4
}

=====

3.
{
  "formula": "C57H44MnN6Te",
  "method": "ωB97M-V with the def2-TZVPD basis set",
  "species": ["Mn", "C", "C", "C", "C", "C", "C", "C", "C", "C", "C", "C", "C", "C", "C", "C", "C", "C", "C", "C", "N", "C", "C", "C", "C", "C", "C", "C", "C", "C", "C", "C", "C", "N", "C", "C", "C", "C", "C", "N", "C", "C", "C", "C", "C", "C", "C", "C", "N", "H", "H", "H", "H", "H", "H", "H", "H", "H", "H", "H", "H", "H", "H", "H", "H", "H", "H", "H", "H", "H", "H", "H", "H", "H", "H", "H", "H", "C", "C", "C", "C", "N", "N", "C", "H", "H", "H", "H", "H", "H", "H", "H", "C", "Te", "C", "C", "C", "C", "C", "C", "C", "H", "H", "H", "H", "H", "H", "H", "H"],
  "coordinates": [[0.02, 0.24, 0.40], [4.53, -1.95, 6.19], [3.16, -1.73, 6.33], [2.40, -1.35, 5.23], [3.01, -1.18, 3.98], [4.37, -1.40, 3.85], [5.13, -1.78, 4.95], [2.17, -0.77, 2.81], [2.24, 0.55, 2.38], [3.13, 1.53, 2.92], [2.99, 2.65, 2.18], [1.97, 2.40, 1.20], [1.44, 3.36, 0.35], [2.10, 4.70, 0.31], [3.40, 4.81, -0.17], [4.03, 6.05, -0.21], [3.36, 7.19, 0.22], [2.06, 7.08, 0.71], [1.44, 5.84, 0.75], [0.28, 3.16, -0.38], [-0.44, 1.99, -0.43], [-1.56, 2.25, -1.18], [-2.51, 1.32, -1.58], [-3.72, 1.83, -2.31], [-4.78, 2.35, -1.58], [-5.91, 2.83, -2.24], [-5.97, 2.80, -3.63], [-4.91, 2.28, -4.35], [-3.79, 1.80, -3.70], [-2.39, -0.04, -1.39], [-3.30, -1.02, -1.92], [-2.82, -2.24, -1.58], [-1.62, -2.03, -0.81], [-1.37, -0.68, -0.72], [-0.93, -3.04, -0.15], [0.06, -2.78, 0.79], [0.67, -3.78, 1.61], [1.49, -3.14, 2.48], [1.41, -1.74, 2.18], [0.53, -1.54, 1.14], [-1.35, -4.45, -0.39], [-1.98, -5.19, 0.61], [-2.40, -6.49, 0.37], [-2.18, -7.07, -0.88], [-1.55, -6.34, -1.88], [-1.14, -5.04, -1.64], [-1.54, 3.62, -1.60], [-0.40, 4.17, -1.13], [1.52, 1.10, 1.35], [5.12, -2.25, 7.04], [2.69, -1.86, 7.29], [1.34, -1.17, 5.33], [4.84, -1.27, 2.88], [6.19, -1.96, 4.83], [3.80, 1.36, 3.75], [3.51, 3.59, 2.29], [3.92, 3.93, -0.52], [5.04, 6.13, -0.59], [3.84, 8.15, 0.19], [1.53, 7.96, 1.06], [0.43, 5.75, 1.14], [-4.73, 2.38, -0.50], [-6.74, 3.24, -1.67], [-6.85, 3.17, -4.14], [-4.95, 2.26, -5.44], [-2.95, 1.40, -4.27], [-4.19, -0.78, -2.48], [-3.24, -3.20, -1.81], [0.51, -4.84, 1.52], [2.11, -3.56, 3.25], [-2.15, -4.74, 1.58], [-2.89, -7.05, 1.15], [-2.50, -8.08, -1.07], [-1.38, -6.79, -2.85], [-0.65, -4.47, -2.42], [-2.30, 4.08, -2.21], [-0.03, 5.17, -1.30], [-4.20, -1.32, 3.76], [-3.21, -0.30, 3.30], [-2.94, 0.98, 3.72], [-1.89, 1.44, 2.90], [-1.54, 0.49, 2.04], [-2.35, -0.55, 2.30], [-1.18, 2.76, 2.91], [-4.91, -0.87, 4.46], [-3.70, -2.15, 4.27], [-4.76, -1.73, 2.92], [-3.43, 1.53, 4.51], [-2.27, -1.40, 1.75], [-1.64, 3.43, 3.63], [-1.22, 3.23, 1.93], [-0.13, 2.64, 3.18], [0.61, -0.80, -3.58], [1.77, 0.49, -2.34], [3.38, -0.79, -2.92], [2.95, -1.39, -4.23], [3.87, -1.94, -5.12], [3.45, -2.48, -6.32], [2.10, -2.48, -6.65], [1.17, -1.94, -5.77], [1.59, -1.39, -4.56], [-0.19, -0.24, -4.07], [0.15, -1.56, -2.94], [3.52, -1.54, -2.14], [4.30, -0.20, -3.01], [4.92, -1.93, -4.86], [4.17, -2.90, -7.00], [1.77, -2.90, -7.59], [0.12, -1.93, -6.03]],
  "lumo_ha": [-0.13811, -0.14677],
  "s_squared": 6.047,
  "gap_ev": [5.8, 5.6],
  "spin_multiplicity": 5,
  "e_homo_ev": [-9.6, -9.6],
  "charge": 1
}

=====

4.
{
  "formula": "C57H46Cl2CsN15O3",
  "method": "ωB97M-V with the def2-TZVPD basis set",
  "species": ["Cs", "C", "C", "C", "C", "C", "N", "C", "N", "C", "C", "C", "C", "C", "C", "C", "C", "N", "C", "N", "C", "N", "C", "N", "C", "N", "C", "C", "C", "C", "C", "C", "C", "C", "C", "C", "C", "C", "N", "C", "C", "H", "H", "H", "H", "H", "H", "H", "H", "H", "H", "H", "H", "H", "H", "H", "H", "C", "C", "C", "C", "N", "C", "N", "C", "N", "C", "N", "C", "C", "C", "C", "C", "N", "C", "C", "C", "C", "C", "C", "H", "H", "H", "H", "H", "H", "H", "H", "H", "H", "H", "H", "O", "H", "H", "O", "H", "H", "Cl", "C", "Cl", "H", "H", "C", "N", "C", "C", "C", "N", "C", "C", "O", "H", "H", "H", "H", "H", "H", "H", "H", "H", "H", "H", "H"],
  "coordinates": [[0.67, -0.21, 0.37], [6.03, -1.81, 4.91], [4.98, -1.90, 5.83], [3.73, -1.36, 5.55], [3.55, -0.75, 4.32], [2.40, -0.07, 3.68], [2.74, 0.35, 2.45], [4.04, 0.06, 2.23], [4.79, 0.39, 1.20], [4.39, 1.20, 0.21], [5.31, 1.65, -0.84], [6.62, 1.33, -1.17], [7.20, 1.97, -2.25], [6.50, 2.93, -2.99], [5.19, 3.26, -2.65], [4.60, 2.60, -1.58], [3.27, 2.67, -0.97], [2.35, 3.56, -1.36], [1.19, 3.72, -0.73], [0.68, 2.96, 0.27], [-0.44, 3.55, 0.71], [-1.22, 3.19, 1.74], [-0.88, 2.27, 2.63], [0.25, 1.54, 2.69], [0.26, 0.84, 3.83], [1.24, 0.09, 4.32], [-0.99, 1.08, 4.59], [-1.47, 0.62, 5.80], [-2.70, 1.09, 6.24], [-3.44, 1.99, 5.47], [-2.96, 2.44, 4.24], [-1.73, 1.98, 3.82], [-0.74, 4.75, -0.09], [-1.77, 5.68, -0.06], [-1.75, 6.71, -0.99], [-0.70, 6.82, -1.92], [0.34, 5.89, -1.93], [0.30, 4.85, -1.01], [3.19, 1.80, 0.06], [4.59, -0.67, 3.39], [5.84, -1.19, 3.68], [6.99, -2.24, 5.16], [5.15, -2.39, 6.79], [2.91, -1.41, 6.26], [7.17, 0.59, -0.59], [8.22, 1.73, -2.54], [6.98, 3.42, -3.83], [4.63, 4.01, -3.21], [-0.89, -0.07, 6.39], [-3.10, 0.75, 7.19], [-4.41, 2.33, 5.82], [-3.54, 3.14, 3.64], [-2.58, 5.58, 0.66], [-2.54, 7.44, -1.00], [-0.70, 7.63, -2.63], [1.16, 5.97, -2.64], [6.65, -1.12, 2.95], [-3.88, -1.47, 4.32], [-4.25, -0.79, 3.17], [-3.67, -1.12, 1.97], [-2.71, -2.15, 1.92], [-2.31, -2.77, 3.04], [-2.90, -2.44, 4.19], [-2.08, -2.39, 0.72], [-1.61, -3.52, 0.32], [-0.74, -3.57, -0.73], [-0.46, -4.86, -0.99], [0.30, -5.41, -1.89], [1.25, -4.70, -2.60], [1.64, -5.22, -3.85], [2.62, -4.59, -4.58], [3.22, -3.45, -4.06], [2.79, -3.01, -2.83], [1.82, -3.59, -2.11], [-1.26, -5.75, -0.09], [-1.35, -7.13, -0.02], [-2.22, -7.67, 0.92], [-2.97, -6.85, 1.75], [-2.86, -5.46, 1.68], [-1.98, -4.92, 0.76], [-4.30, -1.23, 5.29], [-4.97, 0.03, 3.21], [-3.90, -0.57, 1.06], [-2.53, -2.96, 5.07], [1.15, -6.12, -4.20], [2.92, -4.98, -5.55], [4.00, -2.91, -4.60], [3.23, -2.13, -2.39], [-0.77, -7.74, -0.70], [-2.32, -8.75, 1.00], [-3.65, -7.29, 2.47], [-3.43, -4.83, 2.34], [-3.96, 2.34, 0.81], [-3.22, 2.74, 1.29], [-3.50, 1.87, 0.10], [3.98, 0.18, -3.73], [4.40, -0.05, -2.89], [3.74, 1.11, -3.61], [-0.73, -0.24, -5.00], [0.47, -0.56, -3.72], [0.64, 0.81, -2.61], [1.43, -0.72, -4.19], [0.15, -1.42, -3.15], [-3.62, -1.23, -2.02], [-3.68, 0.00, -2.78], [-4.31, -0.05, -4.09], [-4.81, 1.32, -4.47], [-3.63, 2.27, -4.46], [-2.93, 2.19, -3.19], [-1.99, 3.26, -2.90], [-2.95, 1.09, -2.37], [-2.35, 1.08, -1.29], [-3.24, -2.05, -2.65], [-4.61, -1.50, -1.65], [-2.94, -1.12, -1.18], [-5.12, -0.78, -4.03], [-3.60, -0.41, -4.84], [-5.54, 1.66, -3.72], [-5.29, 1.31, -5.45], [-3.95, 3.30, -4.59], [-2.95, 2.03, -5.29], [-1.19, 3.29, -3.65], [-1.56, 3.10, -1.93], [-2.51, 4.23, -2.90]],
  "lumo_ha": 0.13241,
  "gap_ev": 5.0,
  "spin_multiplicity": 1,
  "e_homo_ev": -1.4,
  "charge": -2
}

=====

Number 1: strongest force on any atom 5.3 eV/A. Number 2: strongest force on any atom 7.3 eV/A. Number 3: strongest force on any atom 0.3 eV/A. Number 4: strongest force on any atom 0.8 eV/A.